Here is a molecular structure, C17H21N4O3STl from the Open Molecules 2025 dataset. Energies are from ωB97M-V with the def2-TZVPD basis set.

Geometry (Å):
1 Tl 0.13 -1.41 0.77
2 C 1.51 -1.82 3.23
3 O 0.17 -1.41 2.87
4 C -0.83 -2.41 3.15
5 C -0.83 -3.59 2.15
6 O -1.12 -3.11 0.82
7 C -1.10 -4.15 -0.16
8 H 1.55 -2.10 4.29
9 H 2.18 -0.98 3.07
10 H 1.85 -2.64 2.61
11 H -1.80 -1.89 3.09
12 H -0.71 -2.77 4.17
13 H -1.61 -4.31 2.42
14 H 0.14 -4.10 2.15
15 H -1.84 -4.91 0.08
16 H -0.10 -4.60 -0.21
17 H -1.33 -3.72 -1.12
18 S 0.07 -1.38 -1.67
19 C -0.08 0.35 -1.26
20 N -0.03 1.25 -2.18
21 N 0.05 0.84 -3.46
22 C 0.89 1.56 -4.33
23 C 1.28 0.97 -5.53
24 C 2.06 1.66 -6.44
25 C 2.44 2.97 -6.18
26 C 2.03 3.58 -5.00
27 C 1.25 2.88 -4.09
28 N -0.18 0.93 0.05
29 N -1.11 0.43 0.75
30 C -1.27 1.20 2.00
31 C -1.89 2.45 1.92
32 C -2.10 3.20 3.06
33 C -1.70 2.72 4.30
34 C -1.09 1.48 4.39
35 C -0.88 0.71 3.25
36 H 0.16 -0.17 -3.52
37 H 0.98 -0.05 -5.74
38 H 2.36 1.18 -7.36
39 H 3.05 3.52 -6.89
40 H 2.31 4.60 -4.79
41 H 0.92 3.36 -3.17
42 H -2.21 2.82 0.95
43 H -2.58 4.17 2.98
44 H -1.86 3.32 5.19
45 H -0.78 1.10 5.36
46 H -0.39 -0.32 3.29
47 O 2.05 -1.45 0.74

Properties
Molecular weight in g/mol: 565.8
Frontier orbital gap in eV: 5.946
DFT total energy in eV: -45589.7833

Here are the Mulliken charges for atoms 1 to 4, given in e: 1.789 -0.958 -0.742 -0.576

Here is 12 unconnected molecules or ions with the total composition C47H99O39P3 from the Open Molecules 2025 dataset. Energies are from ωB97M-V with the def2-TZVPD basis set.

Geometry (Å):
1 C -24.12 8.57 -6.39
2 O -25.07 8.25 -5.44
3 C -26.28 7.76 -5.78
4 O -27.14 7.56 -4.88
5 O -26.38 7.54 -7.06
6 C -27.64 7.11 -7.56
7 H -23.90 7.72 -7.03
8 H -23.11 8.83 -6.07
9 H -24.45 9.46 -6.94
10 H -28.06 6.15 -7.27
11 H -27.66 6.96 -8.64
12 H -28.32 7.93 -7.31
13 C -18.89 7.25 -11.47
14 O -17.57 6.76 -11.60
15 C -16.90 6.80 -12.79
16 O -17.34 7.08 -13.93
17 O -15.59 6.49 -12.50
18 C -14.60 6.79 -13.54
19 H -19.35 6.90 -10.54
20 H -19.52 6.91 -12.29
21 H -18.91 8.34 -11.45
22 H -14.11 7.76 -13.41
23 H -14.85 6.77 -14.60
24 H -13.97 5.93 -13.30
25 C -24.64 10.45 -9.41
26 O -25.60 10.61 -10.44
27 C -26.83 10.05 -10.30
28 O -27.15 9.39 -9.34
29 O -27.53 10.32 -11.45
30 C -28.77 9.72 -11.68
31 H -24.21 9.46 -9.29
32 H -25.10 10.63 -8.44
33 H -23.79 11.11 -9.62
34 H -28.85 8.72 -11.26
35 H -28.90 9.68 -12.76
36 H -29.58 10.21 -11.14
37 C -17.46 11.70 -6.79
38 O -17.08 12.29 -7.98
39 C -15.97 13.17 -8.06
40 O -15.21 13.43 -7.11
41 O -15.78 13.57 -9.25
42 C -16.84 13.82 -10.22
43 H -16.65 11.13 -6.33
44 H -18.24 10.99 -7.02
45 H -17.75 12.47 -6.07
46 H -16.32 14.27 -11.06
47 H -17.53 14.58 -9.85
48 H -17.37 12.88 -10.43
49 C -20.28 6.88 -7.13
50 O -19.83 7.73 -8.15
51 C -20.51 8.86 -8.49
52 O -21.53 9.29 -8.03
53 O -19.79 9.51 -9.42
54 C -20.12 10.91 -9.66
55 H -21.33 6.64 -7.25
56 H -20.16 7.40 -6.17
57 H -19.76 5.92 -7.07
58 H -19.30 11.40 -10.19
59 H -20.21 11.44 -8.71
60 H -20.98 11.10 -10.30
61 C -20.84 4.03 -4.30
62 O -21.88 4.41 -3.35
63 C -22.70 5.39 -3.68
64 O -22.71 5.88 -4.83
65 O -23.47 5.71 -2.65
66 C -24.54 6.52 -2.76
67 H -20.27 3.15 -4.02
68 H -20.20 4.90 -4.45
69 H -21.29 3.77 -5.25
70 H -24.39 7.40 -3.38
71 H -24.77 6.89 -1.77
72 H -25.34 5.88 -3.15
73 C -21.60 12.08 -5.87
74 O -23.06 11.93 -5.98
75 C -23.82 12.92 -6.39
76 O -23.45 14.05 -6.74
77 O -25.03 12.40 -6.66
78 C -26.09 13.04 -7.36
79 H -21.10 11.90 -6.82
80 H -21.22 11.43 -5.08
81 H -21.33 13.09 -5.54
82 H -26.92 12.40 -7.66
83 H -25.74 13.47 -8.29
84 H -26.61 13.82 -6.79
85 C -18.84 8.22 -3.39
86 C -18.71 9.68 -3.70
87 O -18.32 10.42 -2.54
88 P -18.70 11.99 -2.53
89 O -19.00 12.61 -3.88
90 O -19.95 11.95 -1.49
91 C -20.61 13.11 -1.05
92 C -21.27 12.57 0.22
93 O -17.57 12.66 -1.65
94 C -17.22 12.19 -0.32
95 C -16.10 11.14 -0.26
96 H -19.70 8.19 -2.72
97 H -19.13 7.64 -4.26
98 H -17.91 7.88 -2.95
99 H -18.03 9.90 -4.53
100 H -19.71 9.97 -4.03
101 H -19.86 13.89 -0.93
102 H -21.27 13.53 -1.81
103 H -20.56 12.31 1.01
104 H -21.99 13.23 0.71
105 H -21.97 11.75 0.03
106 H -16.82 13.08 0.16
107 H -18.08 11.96 0.31
108 H -16.37 10.33 -0.93
109 H -15.19 11.58 -0.67
110 H -15.94 10.76 0.75
111 C -20.65 6.60 -14.88
112 C -22.15 6.55 -14.56
113 O -22.27 6.83 -13.22
114 P -23.08 8.14 -12.82
115 O -24.18 8.53 -13.69
116 O -23.60 7.70 -11.35
117 C -22.77 6.80 -10.58
118 C -23.25 5.39 -10.72
119 O -21.88 9.23 -12.53
120 C -21.59 10.24 -13.46
121 C -22.23 11.52 -12.97
122 H -20.56 6.12 -15.85
123 H -20.30 7.61 -15.08
124 H -19.94 6.09 -14.22
125 H -22.72 7.22 -15.21
126 H -22.41 5.52 -14.80
127 H -21.73 6.82 -10.90
128 H -22.84 7.09 -9.53
129 H -24.22 5.14 -10.29
130 H -23.23 5.15 -11.78
131 H -22.71 4.73 -10.03
132 H -20.54 10.51 -13.52
133 H -21.93 10.16 -14.49
134 H -21.68 11.84 -12.09
135 H -22.57 12.28 -13.67
136 H -23.19 11.32 -12.51
137 C -16.59 5.70 -8.44
138 C -16.02 5.37 -7.07
139 O -15.66 3.98 -7.14
140 P -16.02 3.05 -5.85
141 O -17.36 3.29 -5.31
142 O -14.89 3.35 -4.74
143 C -15.18 4.19 -3.67
144 C -13.83 4.63 -3.01
145 O -15.68 1.50 -6.31
146 C -15.56 0.55 -5.26
147 C -14.08 0.33 -5.24
148 H -17.39 4.98 -8.61
149 H -16.90 6.74 -8.45
150 H -15.86 5.56 -9.24
151 H -15.07 5.89 -6.90
152 H -16.64 5.63 -6.21
153 H -15.68 5.11 -3.95
154 H -15.86 3.61 -3.04
155 H -13.25 5.15 -3.77
156 H -14.02 5.24 -2.13
157 H -13.36 3.74 -2.59
158 H -15.96 0.69 -4.26
159 H -16.01 -0.41 -5.51
160 H -13.66 -0.31 -4.46
161 H -13.70 -0.10 -6.16
162 H -13.55 1.27 -5.11
163 C -21.05 -0.40 -9.21
164 C -21.82 0.63 -8.45
165 C -21.39 0.74 -7.03
166 O -21.10 2.05 -6.92
167 C -21.16 2.69 -8.13
168 O -20.99 3.90 -8.35
169 O -21.37 1.80 -9.11
170 H -19.97 -0.23 -9.12
171 H -21.34 -0.22 -10.25
172 H -21.34 -1.43 -9.02
173 H -22.90 0.62 -8.61
174 H -20.52 0.14 -6.77
175 H -22.17 0.44 -6.33
176 C -19.97 15.53 -8.04
177 C -20.74 15.03 -9.26
178 C -20.98 16.13 -10.35
179 O -20.65 15.49 -11.54
180 C -19.96 14.32 -11.29
181 O -19.17 13.72 -12.02
182 O -19.99 14.11 -9.98
183 H -20.54 16.20 -7.39
184 H -18.98 15.92 -8.29
185 H -19.74 14.72 -7.36
186 H -21.76 14.75 -9.02
187 H -20.38 17.04 -10.20
188 H -22.05 16.32 -10.27

Properties
Molecular weight in g/mol: 1381.2
Frontier orbital gap (spin up / spin down) in eV: 1.209 / 10.288
Spin multiplicity: 2
DFT total energy in eV: -158066.1333
Total charge: -1

Here are the Mulliken charges for atoms 1 to 4, given in e: 0.748 -0.462 0.394 -0.664

Here is C8H5Cl2F4NS in the gas phase from the Open Molecules 2025 dataset. Energies are from ωB97M-V with the def2-TZVPD basis set.

Geometry (Å):
1 N 4.29 1.69 0.93
2 C 3.00 1.44 0.63
3 C 2.75 0.56 -0.43
4 C 1.38 0.35 -0.73
5 C 0.36 0.94 -0.09
6 S -1.23 0.60 -0.81
7 C -2.21 -0.19 0.66
8 F -1.28 -0.40 1.62
9 F -3.25 0.75 1.02
10 C -2.71 -1.59 0.47
11 F -1.65 -2.38 -0.02
12 F -3.10 -2.15 1.66
13 C 0.57 1.81 0.96
14 Cl -0.72 2.62 1.89
15 C 1.89 2.01 1.25
16 Cl 2.21 3.42 2.36
17 H 5.03 0.96 0.97
18 H 4.43 2.55 1.48
19 H 3.61 0.09 -0.88
20 H 1.21 -0.40 -1.51
21 H -3.49 -1.54 -0.31

Properties
Molecular weight in g/mol: 294.1
Frontier orbital gap in eV: 9.100
SMILES: Nc1ccc(SC(F)(F)C(F)F)c(Cl)c1Cl
DFT total energy in eV: -56616.2177

Here are the Mulliken charges for atoms 1 to 4, given in e: -0.477 0.414 -0.750 -0.576

Here is a molecular structure, C55H56F5N3O8PS2Si from the Open Molecules 2025 dataset. Energies are from ωB97M-V with the def2-TZVPD basis set.

Geometry (Å):
1 C 0.04 -3.35 -3.23
2 C 0.86 -4.02 -2.00
3 C 2.33 -3.37 -1.81
4 C 2.43 -2.41 -0.49
5 C 1.34 -1.27 -0.41
6 N 1.71 0.16 -0.60
7 C 0.67 0.95 -0.19
8 P -1.06 0.62 0.44
9 O -1.09 -0.23 1.93
10 O -2.02 2.03 0.48
11 S 0.97 2.80 -0.26
12 C 2.81 2.31 -0.32
13 C 3.45 3.65 -0.89
14 C 4.79 3.62 -1.73
15 C 5.93 4.52 -1.00
16 C 7.32 4.48 -1.85
17 S 7.12 5.09 -3.59
18 C 8.12 3.93 -4.62
19 N 8.06 2.48 -4.71
20 N 8.97 1.94 -5.58
21 C 9.70 3.08 -6.12
22 O 9.18 4.25 -5.50
23 Si 3.01 2.28 1.64
24 C 4.80 2.89 2.09
25 C 1.84 3.64 2.39
26 C 2.77 0.59 2.46
27 C 2.94 0.89 -1.14
28 C 4.39 0.41 -0.63
29 C 5.34 -0.40 -1.62
30 O 4.83 -1.56 -2.28
31 C 2.67 0.86 -2.71
32 F 3.78 1.32 -3.53
33 F 2.36 -0.46 -3.23
34 C 1.46 1.73 -3.28
35 C 1.77 3.16 -3.88
36 C 0.69 4.09 -4.50
37 C -0.80 3.67 -4.53
38 C -1.13 2.24 -3.95
39 C -2.69 1.83 -4.01
40 F -3.20 2.25 -5.25
41 F -2.92 0.47 -3.70
42 F -3.33 2.67 -3.02
43 C -0.03 1.29 -3.36
44 H -0.56 -4.22 -3.71
45 H -0.69 -2.54 -2.91
46 H 0.74 -2.97 -4.07
47 H 0.25 -4.06 -1.02
48 H 1.04 -5.12 -2.32
49 H 2.76 -2.89 -2.75
50 H 3.03 -4.26 -1.56
51 H 2.16 -3.18 0.35
52 H 3.50 -2.13 -0.23
53 H 0.88 -1.35 0.65
54 H 0.44 -1.49 -1.12
55 H -1.12 -1.21 1.76
56 H -2.07 2.29 1.43
57 H 2.64 4.19 -1.52
58 H 3.61 4.36 0.02
59 H 5.25 2.61 -1.98
60 H 4.59 4.15 -2.74
61 H 6.20 4.15 0.04
62 H 5.54 5.60 -1.03
63 H 7.69 3.39 -1.79
64 H 8.07 5.11 -1.22
65 H 10.55 3.08 -6.89
66 H 4.91 4.01 1.88
67 H 4.95 2.72 3.23
68 H 5.62 2.26 1.58
69 H 1.88 4.63 1.81
70 H 0.79 3.25 2.60
71 H 2.31 3.88 3.43
72 H 1.88 -0.04 2.11
73 H 3.69 -0.11 2.43
74 H 2.59 0.78 3.59
75 H 4.33 -0.23 0.34
76 H 5.08 1.29 -0.32
77 H 5.78 0.31 -2.42
78 H 6.26 -0.73 -1.00
79 H 5.20 -1.53 -3.20
80 H 2.85 3.58 -3.89
81 H 1.01 5.10 -4.93
82 H -1.59 4.37 -4.96
83 H -0.34 0.26 -2.96
84 C -6.18 2.74 -2.73
85 C -7.18 2.69 -3.70
86 C -8.14 1.68 -3.65
87 C -8.09 0.71 -2.65
88 C -7.07 0.75 -1.70
89 C -6.12 1.78 -1.73
90 C -6.97 -0.30 -0.66
91 O -6.09 -0.26 0.18
92 C -7.97 -1.39 -0.65
93 C -7.86 -2.42 0.29
94 C -8.80 -3.45 0.31
95 C -9.85 -3.45 -0.60
96 C -9.96 -2.43 -1.54
97 C -9.02 -1.41 -1.57
98 C -9.12 -0.35 -2.60
99 O -10.04 -0.35 -3.40
100 H -5.44 3.53 -2.76
101 H -7.22 3.44 -4.48
102 H -8.92 1.65 -4.40
103 H -5.34 1.82 -0.99
104 H -7.04 -2.42 1.00
105 H -8.71 -4.25 1.04
106 H -10.59 -4.25 -0.58
107 H -10.78 -2.44 -2.25
108 C -0.79 -4.85 10.25
109 C -0.23 -5.93 9.56
110 C -0.30 -5.97 8.17
111 C -0.93 -4.94 7.47
112 C -1.51 -3.88 8.16
113 C -1.43 -3.83 9.56
114 C -2.23 -2.81 7.44
115 O -2.73 -1.88 8.04
116 C -2.33 -2.89 5.96
117 C -3.05 -1.91 5.27
118 C -3.14 -1.97 3.88
119 C -2.51 -3.00 3.18
120 C -1.79 -3.97 3.87
121 C -1.71 -3.92 5.26
122 C -0.97 -4.98 5.99
123 O -0.42 -5.88 5.38
124 H -0.74 -4.82 11.33
125 H 0.25 -6.73 10.10
126 H 0.15 -6.80 7.63
127 H -1.87 -3.00 10.10
128 H -3.55 -1.11 5.80
129 H -3.71 -1.22 3.34
130 H -2.57 -3.04 2.10
131 H -1.30 -4.77 3.32

Properties
Molecular weight in g/mol: 1105.2
Frontier orbital gap in eV: 6.538
DFT total energy in eV: -131201.3114
Total charge: +1

Here are the Mulliken charges for atoms 1 to 4, given in e: -0.777 -0.512 -0.553 -0.997

Here is 3 unconnected molecules or ions with the total composition C5H7NO from the Open Molecules 2025 dataset. Energies are from ωB97M-V with the def2-TZVPD basis set.

Geometry (Å):
1 N -1.46 2.08 1.58
2 C -0.92 1.54 0.69
3 O -1.58 -0.97 1.32
4 C -0.67 -1.72 1.05
5 C 0.63 -0.93 -1.15
6 C -0.62 -0.46 -1.83
7 C 0.50 0.35 -1.25
8 H -2.00 2.30 2.38
9 H -0.80 -2.56 0.35
10 H 0.33 -1.62 1.51
11 H 1.27 -1.77 -0.90
12 H -1.58 -0.50 -1.31
13 H -0.69 -0.52 -2.92
14 H 0.89 1.34 -1.14

Properties
Molecular weight in g/mol: 97.1
Frontier orbital gap in eV: 9.985
DFT total energy in eV: -8830.6457

Here are the Mulliken charges for atoms 1 to 4, given in e: -0.033 -0.301 -0.411 -0.233

Here is C6H4FN in the gas phase from the Open Molecules 2025 dataset. Energies are from ωB97M-V with the def2-TZVPD basis set.

Geometry (Å):
1 C 1.18 -1.90 -0.05
2 C 2.29 -1.08 0.06
3 C -0.03 -1.36 0.02
4 C -0.13 0.21 -0.02
5 C 0.87 1.03 0.08
6 C -1.60 0.65 0.02
7 N 2.92 -0.07 -0.02
8 F 1.26 2.25 0.01
9 H -0.99 -1.69 -0.27
10 H -1.92 0.16 0.95
11 H -2.02 0.15 -0.88
12 H -1.84 1.66 0.11

Properties
Molecular weight in g/mol: 109.1
Frontier orbital gap (spin up / spin down) in eV: 8.244 / 6.852
DFT total energy in eV: -10487.1508

Here are the Mulliken charges for atoms 1 to 4, given in e: -0.805 0.799 -0.256 0.662

no.,largest force on an atom (eV Å⁻¹)
1,5.85
2,5.39
3,3.99
4,6.66
5,1.35
6,3.16